No. 1
14
Properties=species:S:1:pos:R:3:forces:R:3 method="wB97M-V/def2-TZVPD" lumo_energy_ev=-0.1025 orbital_gap_ev=8.565 homo_energy_ev=-8.67 multiplicity=1 e_above_lowest_kj_mol=431.5
S 3.2770 -0.4353 -0.4917 -0.6 -0.2 -0.4
N -1.5664 0.2943 -0.0580 1.0 -1.7 1.5
N 2.0862 -0.2802 0.7100 -1.5 1.6 -0.7
N 0.6173 2.8973 -0.2341 1.3 -4.8 1.5
N -0.3752 -0.2256 0.4396 2.6 1.6 -1.5
C -2.3749 -0.8661 -0.3616 -3.6 -2.3 -1.6
C 0.8667 1.7669 0.0854 -1.3 5.5 -2.2
C 0.8174 0.3837 0.3695 -1.6 -2.5 1.1
H -1.8780 -1.6483 -1.2188 -1.4 2.3 2.4
H -3.5622 -0.5784 -0.7438 3.7 -0.4 0.8
H -1.6482 1.1167 -0.6435 0.7 0.0 0.0
H 2.1442 -1.0267 1.3538 -0.9 -0.7 0.6
H 4.2612 0.0886 0.2078 0.6 0.5 0.2
H -2.6649 -1.4868 0.5854 1.1 1.2 -1.6

***

No. 2
55
Properties=species:S:1:pos:R:3:forces:R:3 method="wB97M-V/def2-TZVPD" charge=+1 lumo_energy_ev=-6.4656 orbital_gap_ev=4.014 homo_energy_ev=-10.48 multiplicity=1 e_above_lowest_kj_mol=0.0
Pd 2.8018 0.2776 -2.8345 0.0 0.1 0.1
O 4.6242 -0.3371 -3.0235 0.0 0.1 0.0
O 3.4626 0.7909 -0.1357 0.0 0.0 0.0
O 3.3238 2.0929 -3.3582 0.0 0.0 -0.1
O 2.9116 3.9604 -2.2525 0.0 0.0 0.0
O 1.9015 -1.5565 -2.1784 0.0 0.0 0.0
O -6.0344 -1.9673 4.7018 0.0 0.0 0.0
O 6.5488 0.7163 -3.3765 0.0 0.0 0.0
N 0.8631 0.8754 -2.5610 0.1 -0.1 0.0
N -3.1615 -0.7568 -0.6392 0.0 0.1 -0.1
N -4.0783 -1.5764 -0.2958 0.0 -0.1 0.0
C -5.6107 -1.9020 3.4764 0.0 0.0 0.0
C 0.3772 2.0976 -2.7491 0.0 0.0 0.0
C 5.4065 0.8925 1.1066 0.0 0.0 0.0
C -0.0844 -2.4975 -1.3340 0.0 0.0 0.0
C -4.5428 -1.6029 0.9360 0.0 0.0 0.1
C 5.4149 1.2769 -1.3643 0.0 0.1 0.0
C 5.5546 0.5581 -2.7137 0.0 -0.1 0.0
C 3.5208 2.9081 -2.3497 -0.1 -0.1 0.0
C 4.5049 2.5370 -1.2444 0.1 0.0 0.0
C -6.1723 -2.6408 2.4031 0.0 0.0 0.0
C -3.9995 -0.8481 2.0329 0.0 0.0 0.0
C 4.8498 0.3933 -0.2278 0.0 0.0 0.0
C -1.2309 0.1487 -1.6716 0.0 0.0 0.0
C 3.7166 2.1954 0.0360 0.0 0.0 0.0
C -1.3508 -2.2914 -0.9694 0.0 0.0 0.0
C -1.7562 1.4269 -1.8721 0.0 0.0 0.0
C -4.5180 -1.0012 3.2679 0.0 0.0 0.0
C 0.7293 -1.3966 -1.8677 0.0 0.0 0.0
C -0.9444 2.3995 -2.4158 0.0 0.0 0.0
C -1.9834 -0.9706 -1.0868 0.1 0.0 0.0
C 4.6354 2.2281 1.2634 0.0 0.0 0.0
C 0.0827 -0.0767 -2.0372 0.0 0.0 0.0
C -5.6488 -2.4822 1.1603 0.0 0.0 0.0
C -7.1433 -2.8241 5.0612 0.0 0.0 0.0
H -7.0016 -3.3108 2.5692 0.0 0.0 0.0
H -8.0381 -2.5146 4.5246 0.0 0.0 0.0
H -1.9604 -3.0971 -0.5800 0.0 0.0 0.0
H 6.4873 1.0200 1.0781 0.0 0.0 0.0
H 4.9091 -0.6758 -0.4096 0.0 0.0 0.0
H -4.1490 -0.4551 4.1248 0.0 0.0 0.0
H -6.0417 -3.0217 0.3084 0.0 0.0 0.0
H 1.0720 2.8324 -3.1473 0.0 0.0 0.0
H -1.3112 3.4020 -2.5827 0.0 0.0 0.0
H 5.1643 0.1974 1.9091 0.0 0.0 0.0
H -3.1874 -0.1567 1.8503 0.0 0.0 0.0
H 6.4343 1.5770 -1.1282 0.0 0.0 0.0
H -7.2750 -2.6795 6.1265 0.0 0.0 0.0
H -6.8927 -3.8617 4.8493 0.0 0.0 0.0
H 5.1024 3.4353 -1.0943 0.0 0.0 0.0
H 2.7804 2.7405 0.1328 0.0 0.0 0.0
H 5.2822 3.1043 1.2671 0.0 0.0 0.0
H 0.3904 -3.4672 -1.2633 0.0 0.0 0.0
H 4.0451 2.2394 2.1786 0.0 0.0 0.0
H -2.7806 1.6447 -1.6001 0.0 0.0 0.0

***

No. 3
53
Properties=species:S:1:pos:R:3:forces:R:3 method="wB97M-V/def2-TZVPD" lumo_energy_ev="-2.3475 / -1.8517" orbital_gap_ev="6.077 / 6.583" homo_energy_ev="-8.42 / -8.43" multiplicity=2 s_squared=0.765 e_above_lowest_kj_mol=163.8
Sb 1.1976 -2.9889 2.5216 0.5 -1.1 0.7
V 0.1080 -1.0365 0.4224 0.3 -0.9 -0.5
S -0.7283 -2.7888 -0.9739 -0.4 0.1 0.4
S 3.4897 2.6716 1.7115 0.0 0.1 0.0
S 0.6529 3.5660 1.8506 0.0 0.0 -0.1
F 2.0291 -1.8705 1.1155 -1.4 0.1 0.1
F 0.3423 -3.9733 3.8368 -0.2 -0.4 0.3
F 2.8753 -3.7155 2.8619 0.3 -0.1 0.0
F 0.9397 -4.2013 1.1432 -0.1 -0.5 -0.4
F -0.6353 -2.4264 2.0008 1.1 0.5 -0.3
F 1.5486 -1.6386 3.7399 -0.1 0.5 0.3
O 0.2535 -0.1449 1.9805 -0.3 0.8 0.3
O 5.1358 0.5738 -1.1591 -0.2 0.1 0.1
O 0.9919 -0.5022 -0.9306 1.5 1.0 -0.8
N -2.4476 -0.6827 -0.9686 0.3 0.7 0.6
N -1.6491 -0.2781 0.1256 -1.0 -0.1 -0.5
N -2.7918 -2.2406 -2.5600 0.2 0.0 0.0
N 2.5573 1.1332 -0.4915 -0.2 0.8 0.7
N 1.5006 1.7503 0.1576 -0.1 0.3 -0.2
C 4.5685 -0.3565 -1.9433 0.0 0.0 -0.1
C 2.7022 -1.6468 -2.7893 0.0 0.0 0.0
C 1.8580 4.5221 2.7998 0.0 0.0 0.0
C -2.1947 2.3920 4.1283 0.1 0.1 0.1
C -2.5464 1.9982 2.8605 -0.2 0.0 -0.3
C 4.9007 -2.0472 -3.6265 0.0 0.0 0.0
C 1.8489 2.5345 1.0952 0.2 0.0 0.0
C -2.1861 0.6452 0.8493 -0.2 0.0 0.2
C 2.9880 3.5911 3.1898 0.1 0.0 -0.1
C -2.0678 -1.7991 -1.5028 0.1 -0.2 0.0
C -0.1705 1.0801 3.9577 0.3 -0.1 0.5
C 2.2432 0.0665 -1.0877 -0.2 -1.0 -0.3
C -1.7281 1.1240 2.1287 -0.4 0.2 -0.4
C -0.5364 0.6768 2.6850 0.3 -0.6 -0.4
C 3.5395 -2.3455 -3.6297 0.0 0.0 -0.1
C -0.9941 1.9267 4.6716 0.0 0.0 0.1
C 3.1932 -0.6374 -1.9485 -0.5 -0.5 -0.1
C 5.4076 -1.0728 -2.7912 0.2 -0.1 -0.1
H 2.6710 2.8767 3.9456 0.0 0.0 0.1
H 5.5707 -2.5829 -4.2885 0.0 0.0 0.1
H 3.1442 -3.1141 -4.2822 0.0 0.0 0.1
H -3.4804 2.3319 2.4129 0.1 0.0 0.1
H 2.2175 5.3360 2.1750 0.1 0.1 0.0
H 6.4648 -0.8344 -2.7741 -0.1 0.0 0.0
H 0.7582 0.6983 4.3638 -0.1 0.0 0.0
H -2.8402 3.0425 4.7027 0.0 0.0 0.0
H 1.6422 -1.8677 -2.7678 0.0 0.0 0.0
H -0.7115 2.2239 5.6765 0.0 0.0 -0.1
H -2.6726 -3.1844 -2.8749 0.0 0.0 0.0
H 4.4209 1.0239 -0.6682 0.1 0.1 0.0
H -3.6398 -1.7521 -2.7885 0.0 0.0 0.0
H 1.3466 4.9288 3.6718 0.0 0.0 0.0
H 3.8581 4.1389 3.5479 0.0 0.0 0.0
H -3.1322 1.0156 0.4708 -0.1 0.1 0.1

***

Number 1: E_tot -734.98145 a.u.. Number 2: E_tot -1745.06834 a.u.. Number 3: E_tot -4173.22363 a.u..